No. 1
ORCA calculation (ωB97M-V with the def2-TZVPD basis set) on a 9-piece molecular cluster, C6H31NO8S overall at a distorted geometry.

Relative energy (zero: lowest compared OMol25 entry of this formula, charge and spin): 4.474 eV
HOMO level: -8.525 eV
Structure (SMILES): CN(C)CCCCS.O.O.O.O.O.O.O.O
DFT total energy: -1301.9028 a.u.
HOMO-LUMO gap: 8.60 eV
Spin multiplicity: 1

Geometry as XYZ:
```
47
Properties=species:S:1:pos:R:3:mulliken_charge:R:1
C -2.5540 0.6963 1.0318 -0.668
N -2.0846 1.0550 -0.3214 0.181
C -2.7716 2.1670 -0.8809 -1.011
C -0.5405 1.2140 -0.2158 1.339
C 0.0140 2.1250 -1.2843 -1.450
C -0.1390 1.6262 -2.6679 0.008
C 0.5443 0.3749 -3.0539 -0.675
S 2.3964 0.1659 -2.9268 -0.189
H -3.3911 -0.1661 0.7818 0.261
H -3.0365 1.3739 1.6739 0.469
H -1.8291 0.3684 1.6801 -0.128
H -3.7765 2.2834 -0.3105 0.388
H -2.2711 3.1499 -0.6954 0.273
H -2.8268 1.8316 -2.0640 0.240
H -0.2019 0.1595 -0.3181 -0.461
H -0.2310 1.6052 0.7539 -0.229
H 1.0381 2.4367 -1.0521 0.472
H -0.3912 3.0676 -1.1800 0.474
H 0.3135 2.4699 -3.3751 0.222
H -1.2445 1.6709 -2.8191 0.053
H 0.2221 -0.6869 -2.5032 0.076
H 0.5785 0.0719 -4.0839 0.475
H 2.6760 -0.0227 -1.6639 0.050
O 0.7857 -2.6725 -0.7641 -0.567
H 0.9447 -3.5009 -1.2829 0.253
H -0.1626 -2.4691 -0.7168 0.424
O -1.7434 -3.4084 1.2435 -0.616
H -2.4288 -3.5453 0.5770 0.287
H -1.8614 -2.4531 1.5220 0.288
O -1.9995 -1.9331 -1.0877 -0.687
H -2.8883 -1.8882 -1.3868 0.285
H -1.7825 -1.0528 -0.9461 0.300
O 2.1498 0.0662 2.0032 -0.601
H 2.9039 -0.4051 2.4028 0.242
H 1.5388 -0.6098 1.7025 0.315
O 2.9721 2.0554 0.6651 -0.604
H 2.2282 1.9273 1.2174 0.289
H 3.3612 1.2072 0.7847 0.341
O 1.9290 -3.0416 2.3415 -0.610
H 2.3123 -3.3663 1.6022 0.284
H 1.0289 -3.1543 2.0971 0.303
O -0.7142 1.9924 2.8707 -0.663
H -0.3406 2.9652 2.5916 0.282
H 0.0101 1.5636 3.5418 0.331
O -0.8029 -0.8481 3.3929 -0.562
H -1.0424 -1.6863 3.8217 0.280
H -1.1317 -0.0873 3.8317 0.236
```

No. 2
ORCA calculation (ωB97M-V with the def2-TZVPD basis set) on a 9-piece molecular cluster, C6H32N2O8 overall at a distorted geometry.

Relative energy (zero: lowest compared OMol25 entry of this formula, charge and spin): 0.000 eV
HOMO level: -9.524 eV
Structure (SMILES): CCNC[C@@H](N)CC.O.O.O.O.O.O.O.O
DFT total energy: -959.2717 a.u.
HOMO-LUMO gap: 9.99 eV
Spin multiplicity: 1

Geometry as XYZ:
```
48
Properties=species:S:1:pos:R:3:mulliken_charge:R:1
C -1.6292 2.7365 1.7841 -1.401
C -0.4550 1.7645 1.8825 -0.055
N 0.3489 1.7886 0.6504 -0.201
C 0.9038 0.4814 0.2858 -1.250
C 1.5229 0.5208 -1.1212 0.467
N 2.9751 0.2755 -1.0487 -0.665
C 0.8140 -0.4792 -2.0529 -0.020
C 1.0938 -0.2388 -3.5253 -1.414
H -2.2411 2.7350 2.6869 0.425
H -1.2966 3.7610 1.6082 0.341
H -2.2858 2.4690 0.9557 0.241
H -0.8563 0.7641 2.0509 0.160
H 0.1447 2.0545 2.7538 0.342
H 1.1231 2.4359 0.7561 0.317
H 0.1206 -0.2732 0.3309 0.365
H 1.6688 0.1429 0.9993 0.289
H 1.4233 1.5034 -1.5936 0.248
H 3.1464 -0.6475 -0.6532 0.239
H 3.3979 0.3007 -1.9743 0.268
H 1.1092 -1.4901 -1.7571 0.349
H -0.2647 -0.4427 -1.8743 -0.097
H 2.1445 -0.3835 -3.7835 0.338
H 0.5225 -0.9159 -4.1635 0.401
H 0.8283 0.7703 -3.8573 0.310
O 0.1982 -1.7553 4.1974 -0.694
H -0.5486 -1.6187 4.7845 0.327
H 0.5029 -0.8850 3.9011 0.321
O 3.2477 2.4638 0.9347 -0.682
H 3.3154 1.6930 0.3368 0.396
H 3.9651 3.0668 0.7135 0.295
O -3.0070 0.2599 -0.8998 -0.695
H -3.8492 0.7179 -0.8772 0.238
H -2.2934 0.9420 -1.0519 0.418
O 1.9690 -3.3924 0.3322 -0.640
H 1.1297 -3.2771 0.8420 0.414
H 1.8990 -4.2732 -0.0533 0.303
O -2.6046 -1.8591 0.9204 -0.750
H -2.8597 -2.4368 0.1800 0.425
H -2.6294 -0.9557 0.5441 0.347
O -1.3087 2.2904 -1.5038 -0.813
H -0.7396 2.0445 -2.2462 0.304
H -0.7090 2.3087 -0.7028 0.488
O -0.3561 -3.1582 1.7545 -0.743
H -1.1770 -2.7260 1.4363 0.384
H -0.2042 -2.8190 2.6725 0.369
O -3.0100 -2.3484 -1.7697 -0.732
H -2.1535 -2.5345 -2.1681 0.315
H -3.0360 -1.3811 -1.6169 0.405
```

No. 3
ORCA calculation (ωB97M-V with the def2-TZVPD basis set) on a 12-piece molecular cluster, C6H32NO12 overall.

Total charge: +1
Relative energy (zero: lowest compared OMol25 entry of this formula, charge and spin): 0.000 eV
HOMO level: -12.582 eV
DFT total energy: -1205.2695 a.u.
HOMO-LUMO gap: 9.68 eV
Spin multiplicity: 1

Geometry as XYZ:
```
51
Properties=species:S:1:pos:R:3:mulliken_charge:R:1
O 0.6601 -0.2847 -3.2598 -0.643
C -0.0586 -1.1590 -2.8189 -0.087
C -0.9561 -0.9723 -1.6195 -0.724
C -0.2451 -0.2669 -0.4327 1.017
C -0.4672 -0.9420 0.8977 0.197
C 0.3075 -1.8500 1.4587 -1.005
C -2.3527 -1.2338 2.3315 -0.287
N -1.6470 -0.4915 1.5860 0.416
H -0.1005 -2.1181 -3.3470 0.370
H -1.3941 -1.9177 -1.3186 0.216
H -1.7842 -0.3510 -1.9778 0.529
H -0.5416 0.7838 -0.3817 0.240
H 0.8251 -0.2175 -0.6216 -0.402
H 1.2120 -2.2121 0.9993 0.190
H 0.1831 -2.2737 2.4463 0.405
H -3.2148 -0.8077 2.8329 0.335
H -2.1509 -2.2779 2.5066 0.283
H -1.8271 0.5742 1.5267 0.106
H -3.0619 4.8733 0.5459 0.298
H -3.6480 3.9230 -0.5076 0.264
O -2.8972 4.0447 0.0825 -0.606
H -0.1469 -5.0804 -0.5392 0.276
H 0.3936 -3.6175 -0.6850 0.337
O -0.2667 -4.1810 -0.2255 -0.653
H -1.8176 -3.4800 0.1617 0.343
H -3.3584 -3.7219 0.1065 0.318
O -2.6937 -3.0947 0.4048 -0.615
H 2.3565 -3.1238 -2.0094 0.249
H 2.1793 -1.9665 -1.0268 0.328
O 1.6632 -2.6428 -1.5440 -0.545
H 0.7587 1.3277 -2.9051 0.452
H 1.1364 2.7176 -3.5178 0.258
O 0.9116 2.2839 -2.6902 -0.690
H -0.7356 2.2208 1.6978 0.390
H -2.1367 2.7407 1.2023 0.402
O -1.7089 2.0824 1.7769 -0.773
H 1.4161 2.1362 0.9310 0.404
H 1.2906 2.9644 2.2450 0.333
O 1.0786 2.1106 1.8538 -0.868
H -1.0812 3.7839 -0.5005 0.345
H 0.0739 3.1511 -1.3238 0.345
O -0.1793 3.4400 -0.4324 -0.618
H 2.9573 -0.1210 3.1741 0.292
H 1.8289 0.5515 2.3658 0.403
O 2.2635 -0.3124 2.5342 -0.640
H 3.0903 0.1085 -0.3817 0.364
H 2.8692 -0.7322 0.8708 0.394
O 3.1197 -0.8192 -0.0753 -0.821
H 2.0013 2.0494 -1.2939 0.347
H 3.3336 2.4886 -0.6060 0.269
O 2.5619 1.9127 -0.4970 -0.737
```

No. 4
ORCA calculation (ωB97M-V with the def2-TZVPD basis set) on a 11-piece molecular cluster, C6H32O10 overall at a distorted geometry.

Total charge: +1
<S²>: 0.754
HOMO level (alpha / beta): -13.721 / -13.721 eV
DFT total energy: -999.8083 a.u.
HOMO-LUMO gap (alpha / beta): 8.61 / 5.32 eV
Spin multiplicity: 2

Geometry as XYZ:
```
48
Properties=species:S:1:pos:R:3:lowdin_spin:R:1
C 0.3790 -2.9621 -0.9916 0.005
C -0.7696 -2.1416 -1.5630 0.049
C -1.7829 -1.7850 -0.3662 0.046
C -2.3640 -0.4389 -0.4030 0.226
C -1.6822 0.6456 0.1798 0.474
C -3.8262 -0.3196 -0.6059 0.048
H 0.8556 -3.5452 -1.7885 0.003
H 0.1415 -3.7346 -0.2686 0.000
H 1.1017 -2.2684 -0.5856 0.000
H -0.3842 -1.2303 -2.0173 0.000
H -1.5077 -2.6977 -2.1241 0.006
H -2.5586 -2.5421 -0.4304 -0.001
H -1.2849 -1.9550 0.5977 0.019
H -2.1925 1.5769 0.3962 0.014
H -0.7987 0.3991 0.7617 0.012
H -4.2734 -1.2491 -0.2692 0.000
H -4.3125 0.5540 -0.1762 0.007
H -3.9352 -0.1169 -1.6911 0.027
H 2.2476 -0.4862 0.6825 0.000
H 0.9467 -0.0929 -0.0836 0.000
O 1.2929 -0.3766 0.7691 0.000
H 1.6452 -0.4567 -4.2388 0.000
H 1.5665 1.0652 -3.9355 0.000
O 2.1620 0.3155 -4.0095 0.000
H 1.6517 -3.1986 2.8575 0.000
H 0.6562 -2.8244 1.8193 0.000
O 1.3176 -3.4987 2.0095 0.000
H 3.5060 2.1735 -2.1648 0.000
H 2.1200 2.8718 -2.0748 0.000
O 2.9964 2.8376 -1.6917 0.003
H 2.9482 -0.6486 -2.5366 0.000
H 2.3189 -1.6766 -1.6093 0.000
O 3.0120 -1.0102 -1.6427 0.000
H 0.5065 -0.1588 4.2672 0.000
H 0.5045 0.3456 2.7616 0.000
O -0.0364 0.1336 3.5343 0.000
H 0.8363 2.2245 3.1513 0.000
H 1.5958 3.0949 2.2274 0.000
O 1.7361 2.3426 2.8212 0.000
H 1.3244 2.0517 -0.3173 0.000
H -0.0996 1.7572 -0.5396 0.010
O 0.7425 1.7383 -1.0318 0.029
H -1.8967 1.0146 3.0510 0.000
H -3.1988 1.0872 2.1842 0.001
O -2.7443 1.4660 2.9337 0.019
H -0.5175 4.3589 1.2370 0.000
H -0.0235 3.6990 -0.0211 0.000
O 0.0773 3.6615 0.9358 0.000
```

No. 5
ORCA calculation (ωB97M-V with the def2-TZVPD basis set) on a 12-piece molecular cluster, C6H32O12 overall at a distorted geometry.

Relative energy (zero: lowest compared OMol25 entry of this formula, charge and spin): 5.071 eV
HOMO level: -8.872 eV
Structure (SMILES): CC/C=C/C=C/O.O.O.O.O.O.O.O.O.O.O.O
DFT total energy: -1150.5462 a.u.
HOMO-LUMO gap: 8.73 eV
Spin multiplicity: 1

Geometry as XYZ:
```
50
Properties=species:S:1:pos:R:3:mulliken_charge:R:1
C 3.2648 -0.5634 -1.3657 -0.866
C 3.1490 0.9182 -1.5484 -0.325
C 2.4624 1.7113 -0.4446 0.159
C 1.6237 1.1482 0.4227 -1.204
C 0.5961 1.9686 1.1158 -0.522
C -0.6507 2.1100 0.6203 0.965
O -1.4081 3.0874 1.1880 -0.596
H 4.0839 -0.8617 -0.6451 0.272
H 3.4308 -1.0848 -2.3430 0.343
H 2.3812 -1.1364 -1.0577 -0.037
H 2.8966 1.2106 -2.5887 0.390
H 4.2807 1.2623 -1.5415 0.254
H 2.6032 2.8086 -0.4268 0.367
H 1.4323 0.1219 0.6903 0.653
H 0.8753 2.6428 1.9643 0.283
H -1.1921 1.7242 -0.2832 -0.372
H -2.3453 2.9718 0.9990 0.329
O 3.4916 1.8799 2.8774 -0.645
H 3.2413 1.4193 2.0592 0.368
H 3.7314 2.7510 2.5410 0.322
O 2.2247 -3.6359 2.6211 -0.610
H 3.1361 -3.3885 2.4332 0.320
H 1.9060 -2.9988 3.2650 0.278
O -2.7975 -0.9198 2.3185 -0.703
H -2.1266 -1.2729 1.7041 0.437
H -2.9114 -1.6730 2.9152 0.316
O -0.1647 2.7374 -2.8173 -0.759
H -1.0928 2.4181 -2.7798 0.443
H 0.0113 2.4057 -1.9215 0.283
O -2.1240 0.7042 -1.5427 -0.493
H -2.9611 0.4186 -1.1445 0.202
H -1.8158 0.0862 -2.2144 0.275
O -4.5517 -0.2170 0.0042 -0.630
H -5.0123 0.6348 0.0468 0.295
H -4.5504 -0.4124 0.9555 0.306
O -1.8370 -3.8499 -0.6932 -0.708
H -2.4526 -3.1733 -0.3896 0.348
H -0.9861 -3.6966 -0.2764 0.356
O -0.8998 -1.1141 0.3597 -0.549
H 0.0077 -0.9182 0.6349 0.233
H -1.1799 -0.2013 0.5933 0.275
O -0.3399 -2.0546 -1.9812 -0.627
H 0.2144 -2.2256 -1.2176 0.162
H -1.1792 -2.5608 -1.9042 0.438
O -1.8917 1.3076 -4.3428 -0.691
H -1.7618 0.6205 -3.6924 0.290
H -0.9520 1.5120 -4.5361 0.346
O -0.7635 -1.5531 3.4160 -0.470
H -1.0369 -0.9824 4.1472 0.292
H -0.0596 -2.0865 3.8053 0.206
```

No. 6
ORCA calculation (ωB97M-V with the def2-TZVPD basis set) on a 10-piece molecular cluster, C6H32O13 overall at a distorted geometry.

Relative energy (zero: lowest compared OMol25 entry of this formula, charge and spin): 3.503 eV
HOMO level: -10.293 eV
Structure (SMILES): OCCO.OCCO.OCCO.O.O.O.O.O.O.O
DFT total energy: -1225.7966 a.u.
HOMO-LUMO gap: 10.34 eV
Spin multiplicity: 1

Geometry as XYZ:
```
51
Properties=species:S:1:pos:R:3:mulliken_charge:R:1
O 19.4849 17.2879 -12.1622 -0.499
C 18.7251 17.7764 -13.2057 -0.307
C 17.5187 16.9384 -13.4643 -0.435
O 17.9278 15.6674 -14.0739 -0.517
H 19.8334 16.4494 -12.4736 0.300
H 18.2824 18.7223 -12.8934 0.299
H 19.3043 17.8827 -14.1229 0.249
H 16.7531 17.4224 -14.0706 0.359
H 17.0743 16.7671 -12.4838 0.256
H 18.3822 15.2205 -13.3560 0.294
O 11.0126 28.1613 -5.2052 -0.530
C 9.6349 28.0212 -5.2046 -0.350
C 8.9566 29.1308 -4.5169 -0.388
O 8.8886 30.2554 -5.4166 -0.539
H 11.4715 27.3297 -5.3448 0.295
H 9.3709 27.9143 -6.2567 0.289
H 9.3011 27.0516 -4.8350 0.357
H 9.5008 29.4027 -3.6125 0.260
H 7.9045 28.9052 -4.3426 0.300
H 9.7820 30.5814 -5.5472 0.306
O 12.6355 21.6035 -11.1244 -0.522
C 13.4046 22.7855 -11.3172 -0.239
C 12.5147 24.0537 -11.2926 -0.429
O 11.9459 24.3925 -9.9455 -0.506
H 12.5027 21.4125 -10.1930 0.291
H 14.0642 22.8683 -10.4533 0.205
H 13.9446 22.7975 -12.2639 0.305
H 11.7249 24.0425 -12.0436 0.311
H 13.1435 24.9133 -11.5249 0.306
H 11.1430 23.8723 -9.8654 0.275
O 7.0145 23.5527 -8.7571 -0.634
H 6.3529 23.7349 -8.0898 0.315
H 6.9224 22.6171 -8.9372 0.320
O 15.2955 20.7670 -17.2257 -0.626
H 16.1787 20.9723 -16.9188 0.313
H 15.4314 20.2151 -17.9959 0.319
O 11.8239 18.8056 -7.0632 -0.632
H 12.1348 19.5397 -6.5335 0.318
H 11.0450 18.4913 -6.6042 0.316
O 15.7333 26.0885 -8.0081 -0.627
H 14.8802 25.7758 -8.3093 0.313
H 15.8775 25.6315 -7.1795 0.313
O 11.7011 19.4601 -15.3211 -0.643
H 12.4401 19.8649 -15.7753 0.318
H 11.6917 19.8766 -14.4593 0.319
O 12.9516 29.7370 -9.4509 -0.624
H 12.3746 28.9962 -9.2651 0.309
H 12.8440 30.3195 -8.6990 0.316
O 12.1681 24.7510 -17.5950 -0.633
H 12.1211 24.4205 -18.4921 0.317
H 12.9670 24.3632 -17.2378 0.316
```